Entry 1:
# C42H34Cl3IrN2OP2

C42H34Cl3IrN2OP2 as an isolated structure in a non-equilibrium geometry (wB97M-V/def2-TZVPD, OMol25).

Computed properties:
* ΔE to the lowest compared entry with this formula, charge and spin: 1.695 eV
* maximum force: 0.063 Eh/bohr
* charge: +2
* HOMO energy (spin up / spin down): -12.495 / -12.495 eV
* frontier orbital gap (spin up / spin down): 4.83 / 4.83 eV

Geometry (Å):
Ir1 0.0841 0.2282 0.0435
Cl1 -0.8889 -6.0158 -3.5945
C1 -0.3417 -4.6137 -2.7894
C2 1.0236 -4.2827 -2.8071
C3 1.4531 -3.1471 -2.1691
C4 0.5684 -2.2898 -1.4699
O1 1.0570 -1.2337 -0.9223
C5 -0.8362 -2.6600 -1.4166
C6 -1.8153 -1.9372 -0.7050
N1 -1.6426 -0.8303 0.0124
C7 -2.6653 -0.1625 0.6128
C8 -4.0051 -0.6007 0.6761
C9 -4.9745 0.1986 1.2443
C10 -4.6674 1.4335 1.7900
C11 -3.3500 1.9235 1.7414
C12 -2.9818 3.2074 2.1964
C13 -1.6747 3.6241 2.0511
C14 -0.7396 2.7701 1.4897
N2 -1.0502 1.5375 1.0578
C15 -2.3372 1.1143 1.1605
C16 -1.2475 -3.8126 -2.1081
H1 1.7228 -4.9225 -3.3190
H2 2.4939 -2.8623 -2.1881
H3 -2.8201 -2.3343 -0.7752
H4 -4.2894 -1.5603 0.2796
H5 -5.9989 -0.1393 1.2429
H6 -5.4350 2.0457 2.2313
H7 -3.7219 3.8579 2.6330
H8 -1.3684 4.6061 2.3723
H9 0.2918 3.0737 1.3759
H10 -2.2936 -4.0862 -2.0970
Cl2 -1.1376 1.2764 -2.2935
C17 0.2598 2.2493 -2.7724
Cl3 1.4436 2.1693 -1.4647
H11 -0.0602 3.2819 -2.9204
H12 0.7000 1.8247 -3.6750
C18 2.3374 1.2909 2.8157
P1 2.0488 0.0670 1.4397
C19 2.0563 -1.4768 2.3923
C20 3.2235 -2.1514 2.7350
C21 3.1644 -3.2198 3.6133
C22 1.9544 -3.6083 4.1647
C23 0.7864 -2.9482 3.8138
C24 0.8345 -1.8923 2.9218
C25 3.5156 0.1280 0.3871
C26 4.0380 1.3704 0.0237
C27 5.0660 1.4476 -0.9001
C28 5.5669 0.2916 -1.4793
C29 5.0497 -0.9442 -1.1197
C30 4.0099 -1.0296 -0.2095
P2 4.0941 1.8522 3.0977
C31 3.9308 3.1586 4.3544
C32 2.7780 3.4086 5.0979
C33 2.7927 4.3924 6.0710
C34 3.9290 5.1630 6.2791
C35 5.0717 4.9327 5.5258
C36 5.0719 3.9378 4.5664
C37 4.8427 0.4704 4.0276
C38 5.9190 -0.2267 3.4955
C39 6.4650 -1.2889 4.1976
C40 5.9359 -1.6494 5.4264
C41 4.8742 -0.9380 5.9635
C42 4.3291 0.1308 5.2759
H13 1.9534 0.8173 3.7235
H14 1.7508 2.1930 2.6299
H15 4.1734 -1.8438 2.3246
H16 4.0711 -3.7425 3.8715
H17 1.9193 -4.4272 4.8659
H18 -0.1584 -3.2500 4.2405
H19 -0.0737 -1.3787 2.6258
H20 3.6140 2.2817 0.4311
H21 5.4577 2.4136 -1.1781
H22 6.3394 0.3576 -2.2308
H23 5.4497 -1.8476 -1.5544
H24 3.5688 -1.9859 0.0315
H25 1.8797 2.8283 4.9509
H26 1.9099 4.5587 6.6709
H27 3.9194 5.9485 7.0208
H28 5.9541 5.5364 5.6757
H29 5.9530 3.7620 3.9655
H30 6.3276 0.0637 2.5381
H31 7.3047 -1.8295 3.7884
H32 6.3608 -2.4774 5.9754
H33 4.4724 -1.2096 6.9286
H34 3.5192 0.6966 5.7130

Atoms 1-6, force components in eV/Å:
1.4 0.0 -0.8
-0.1 -0.3 -0.2
-1.1 0.8 0.7
-0.1 0.6 0.4
0.0 0.0 0.0
-0.7 -0.5 0.0

Entry 2:
# C6H9N2P

A 2-piece molecular cluster, C6H9N2P overall in a non-equilibrium geometry (wB97M-V/def2-TZVPD, OMol25).

Computed properties:
* ΔE to the lowest compared entry with this formula, charge and spin: 4.937 eV
* SMILES string: [H]/N=P/[H].C#CCCC=C=N
* maximum force: 0.065 Eh/bohr
* charge: 0
* HOMO energy: -8.342 eV
* frontier orbital gap: 8.16 eV

Geometry (Å):
H1 -3.0565 -0.0415 -0.2458
N1 -2.7315 -0.9184 0.1857
P1 -2.9541 -1.2265 1.7145
H2 -2.3898 -2.4189 1.7630
C1 3.1908 1.5802 -0.1137
C2 2.4454 0.9398 -0.7965
C3 1.4505 0.1393 -1.5386
C4 0.3882 -0.7078 -0.8290
C5 -0.4741 0.2768 -0.0586
C6 -0.4543 0.5227 1.2371
N2 -0.5809 0.6302 2.4254
H3 3.9060 2.2785 0.1780
H4 1.8655 -0.5838 -2.3254
H5 0.9570 0.8429 -2.1596
H6 0.8314 -1.4547 -0.2124
H7 -0.2788 -1.1665 -1.5064
H8 -0.8473 1.1222 -0.7493
H9 -1.2675 0.1854 3.0315

Atoms 1-6, force components in eV/Å:
0.0 -0.5 0.8
-0.1 -0.3 -0.3
-1.9 2.8 -0.3
1.3 -2.5 0.0
-0.2 -0.1 -0.8
-0.9 -1.5 0.1

Entry 3:
# C15H22BN7ORh

C15H22BN7ORh as an isolated structure in a non-equilibrium geometry (wB97M-V/def2-TZVPD, OMol25).

Computed properties:
* ΔE to the lowest compared entry with this formula, charge and spin: 1.024 eV
* maximum force: 0.046 Eh/bohr
* charge: +1
* HOMO energy: -11.913 eV
* frontier orbital gap: 7.77 eV

Geometry (Å):
Rh1 0.0668 0.0237 -0.4698
C1 3.7384 1.1828 -2.4093
C2 2.4152 0.7567 -2.5049
N1 1.9883 0.3123 -1.3230
N2 3.0159 0.4593 -0.4565
C3 4.0777 0.9774 -1.0857
B1 2.8405 -0.0537 0.9757
N3 1.7896 0.8325 1.6809
C4 1.7977 1.4633 2.8599
C5 0.5427 2.0035 3.0861
C6 -0.2101 1.6474 1.9739
N4 0.5703 0.9689 1.1294
N5 2.1800 -1.4430 0.8840
C7 2.6116 -2.6462 1.2862
C8 1.6783 -3.5967 0.9250
C9 0.6691 -2.8799 0.2917
N6 0.9947 -1.5859 0.2689
H1 4.3576 1.5813 -3.1931
H2 1.7730 0.7214 -3.3676
H3 4.9968 1.1612 -0.5544
H4 3.8744 -0.0990 1.5692
H5 2.6946 1.4816 3.4563
H6 0.2123 2.5639 3.9421
H7 -1.2347 1.8567 1.7195
H8 3.5533 -2.7415 1.8001
H9 1.7177 -4.6571 1.0983
H10 -0.2457 -3.2311 -0.1538
C10 -3.9459 0.1863 0.8926
C11 -2.8007 -0.7007 0.4211
C12 -3.2700 -1.6201 -0.7041
C13 -2.2716 -1.5109 1.5983
O1 -1.7995 0.1810 -0.1035
H11 -4.7817 -0.4202 1.2441
H12 -4.2941 0.8159 0.0725
H13 -3.6178 0.8332 1.7077
H14 -3.9682 -2.3711 -0.3319
H15 -2.4159 -2.1383 -1.1507
H16 -3.7692 -1.0441 -1.4844
H17 -2.9663 -2.3065 1.8678
H18 -2.1183 -0.8729 2.4711
H19 -1.3202 -1.9639 1.3515
C14 -1.7626 2.9270 -3.8739
C15 -1.0527 2.0979 -2.9093
N7 -0.4879 1.4462 -2.1577
H20 -2.3888 3.6417 -3.3430
H21 -2.3879 2.2961 -4.5031
H22 -1.0465 3.4632 -4.4940

Atoms 1-6, force components in eV/Å:
1.3 0.1 -2.0
0.0 0.0 0.0
0.0 -0.1 0.0
0.2 0.3 0.4
0.0 -0.2 -0.1
-0.1 0.0 -0.1

Entry 4:
# C5H19N2O5

A 5-piece molecular cluster, C5H19N2O5 overall in a non-equilibrium geometry (wB97M-V/def2-TZVPD, OMol25).

Computed properties:
* ΔE to the lowest compared entry with this formula, charge and spin: 1.864 eV
* maximum force: 0.096 Eh/bohr
* charge: +1
* HOMO energy: -11.833 eV
* frontier orbital gap: 9.27 eV

Geometry (Å):
O1 -0.8106 1.9745 -2.2179
C1 -1.8398 2.2967 -1.6539
C2 -2.7658 1.3321 -0.9334
C3 -2.1909 -0.0014 -0.6994
C4 -1.1553 -0.1675 0.3186
C5 -1.1656 -0.7200 1.5625
N1 -0.0388 -0.5611 2.5312
N2 0.0150 0.3352 -0.2002
H1 -2.0449 3.3935 -1.6172
H2 -3.0949 1.9320 -0.0499
H3 -3.6949 1.3482 -1.4803
H4 -3.1052 -0.5982 -0.4320
H5 -1.8235 -0.4954 -1.6366
H6 -1.8891 -1.4966 1.8857
H7 0.6211 -1.1995 2.2083
H8 0.3771 0.3200 2.4099
H9 -0.4329 -0.7255 3.4499
H10 -0.0145 0.8725 -1.0750
H11 0.9190 0.3491 0.2690
H12 2.5167 -2.0868 0.8834
H13 1.6323 -3.2673 1.6389
O2 1.8773 -2.2355 1.6578
H14 2.4245 1.3708 0.7611
H15 2.3274 2.3250 1.9949
O3 2.0956 1.4660 1.6229
H16 3.3033 1.2505 -2.6809
H17 1.7254 1.1875 -2.8391
O4 2.5440 1.1563 -2.1642
H18 1.3167 -2.3860 -1.4306
H19 0.9988 -3.8589 -1.2600
O5 1.3726 -3.1101 -0.8234

Atoms 1-6, force components in eV/Å:
-0.6 0.0 0.0
0.7 0.5 -0.3
0.5 3.4 0.2
-2.8 -3.6 -0.5
3.2 0.5 0.8
-2.0 -0.5 -0.2

Entry 5:
# C45H47GeN3SSiV

C45H47GeN3SSiV as an isolated structure in a non-equilibrium geometry (wB97M-V/def2-TZVPD, OMol25).

Computed properties:
* ΔE to the lowest compared entry with this formula, charge and spin: 0.701 eV
* expectation value of S²: 1.077
* multiplicity: 2
* maximum force: 0.027 Eh/bohr
* charge: +2
* HOMO energy (spin up / spin down): -13.041 / -13.002 eV
* frontier orbital gap (spin up / spin down): 6.37 / 7.53 eV

Geometry (Å):
V1 -0.8039 -0.4383 -0.2557
N1 -2.5682 -1.4352 0.4200
C1 -3.4982 -2.2007 -0.4716
C2 -2.8605 -3.4797 -0.9636
C3 -1.7494 -3.2661 -1.9672
N2 -0.5922 -2.5382 -1.3602
H1 -2.2604 -2.0464 1.1778
H2 -3.1198 -0.7128 0.8931
H3 -3.7748 -1.5670 -1.3132
H4 -4.4059 -2.4236 0.0770
H5 -3.6341 -4.0918 -1.4275
H6 -2.4836 -4.0555 -0.1081
H7 -2.1125 -2.6760 -2.8085
H8 -1.4255 -4.2251 -2.3600
H9 0.1343 -2.4499 -2.0637
H10 -0.1957 -3.1190 -0.6260
N3 0.4705 0.3552 -1.3603
S1 1.9486 -0.2794 -1.7529
C4 3.0848 1.0646 -1.6533
C5 2.8724 2.2235 -2.3970
C6 3.7906 3.2493 -2.2781
C7 4.9003 3.1011 -1.4437
C8 5.0958 1.9341 -0.7187
C9 4.1775 0.8944 -0.8159
C10 1.8623 -0.5900 -3.5044
C11 0.6594 -0.4922 -4.1871
C12 0.6461 -0.7892 -5.5453
C13 1.8133 -1.1827 -6.1840
C14 3.0080 -1.2839 -5.4753
C15 3.0417 -0.9911 -4.1239
H11 0.2967 1.2493 -1.8243
H12 2.0219 2.3263 -3.0649
H13 3.6519 4.1622 -2.8452
H14 5.6208 3.9069 -1.3672
H15 5.9605 1.8275 -0.0753
H16 4.3064 -0.0251 -0.2479
H17 -0.2457 -0.1765 -3.6869
H18 -0.2777 -0.7047 -6.1036
H19 1.7958 -1.4111 -7.2421
H20 3.9163 -1.5911 -5.9785
H21 3.9731 -1.0590 -3.5673
C16 -5.7363 1.4581 2.6062
C17 -5.6457 1.0677 1.2740
C18 -4.4361 1.1876 0.6026
C19 -3.2994 1.6946 1.2475
C20 -3.4097 2.0838 2.5876
C21 -4.6217 1.9664 3.2612
Si1 -1.6799 1.8892 0.3757
C22 -1.7395 2.7198 -1.2766
C23 -1.1691 3.9885 -1.4214
C24 -1.2305 4.6555 -2.6409
C25 -1.8548 4.0597 -3.7315
C26 -2.4161 2.7927 -3.6094
C27 -2.3548 2.1310 -2.3907
H22 -6.6812 1.3767 3.1296
H23 -6.5199 0.6868 0.7592
H24 -4.3924 0.9133 -0.4511
H25 -2.5428 2.4810 3.1099
H26 -4.6992 2.2826 4.2955
H27 -0.7394 2.6204 1.2390
H28 -0.6817 4.4644 -0.5755
H29 -0.7992 5.6453 -2.7384
H30 -1.9114 4.5863 -4.6775
H31 -2.9100 2.3332 -4.4588
H32 -2.8101 1.1456 -2.3074
C28 4.9987 -2.6174 1.2535
C29 3.9402 -3.1957 0.5582
C30 2.6628 -2.6659 0.6833
C31 2.4183 -1.5545 1.4984
C32 3.4891 -0.9882 2.1921
C33 4.7703 -1.5200 2.0723
Ge1 0.6376 -0.8362 1.8132
C34 0.8500 0.8256 2.7854
C35 1.6361 1.8332 2.2148
C36 1.7895 3.0584 2.8474
C37 1.1454 3.2961 4.0580
C38 0.3630 2.3041 4.6337
C39 0.2130 1.0721 4.0005
C40 -0.3954 -2.1381 2.8246
C41 -1.6588 -1.7982 3.3349
C42 -2.3941 -2.7120 4.0803
C43 -1.8771 -3.9804 4.3238
C44 -0.6269 -4.3280 3.8293
C45 0.1113 -3.4148 3.0797
H33 5.9962 -3.0333 1.1682
H34 4.1106 -4.0627 -0.0692
H35 1.8525 -3.1462 0.1415
H36 3.3274 -0.1381 2.8430
H37 5.5891 -1.0795 2.6303
H38 2.1328 1.6659 1.2635
H39 2.4064 3.8291 2.4005
H40 1.2624 4.2518 4.5566
H41 -0.1258 2.4844 5.5842
H42 -0.3827 0.3032 4.4768
H43 -2.0694 -0.8043 3.1728
H44 -3.3617 -2.4329 4.4795
H45 -2.4456 -4.6931 4.9083
H46 -0.2164 -5.3096 4.0371
H47 1.0915 -3.6980 2.7152

Atoms 1-6, force components in eV/Å:
-0.1 -1.4 -0.1
-0.6 0.2 -0.1
0.3 0.2 0.2
0.0 -0.1 0.1
0.2 0.1 0.1
-0.4 0.4 0.1

Entry 6:
# C34H40GeN6O4S2Ti

C34H40GeN6O4S2Ti as an isolated structure (wB97M-V/def2-TZVPD, OMol25).

Computed properties:
* ΔE to the lowest compared entry with this formula, charge and spin: 0.326 eV
* maximum force: 0.016 Eh/bohr
* charge: +2
* HOMO energy (spin up / spin down): -13.100 / -13.102 eV
* frontier orbital gap (spin up / spin down): 7.00 / 7.00 eV

Geometry (Å):
Ti1 -0.0219 -0.0981 -0.1684
C1 2.6356 0.7797 1.9057
C2 2.5383 -0.2018 0.9218
C3 1.8203 -1.3789 1.1882
C4 1.1621 -1.5345 2.4112
C5 1.2524 -0.5418 3.3753
C6 2.0042 0.6030 3.1278
H1 3.2303 1.6639 1.7229
H2 3.0826 -0.1010 -0.0119
H3 1.8969 -2.2206 0.5133
H4 0.6135 -2.4452 2.6127
H5 0.7625 -0.6683 4.3315
H6 2.1022 1.3550 3.9001
N1 -1.5465 3.6111 -1.9240
C7 -2.0707 2.3153 -2.3032
C8 -2.2854 2.1080 -3.8213
C9 -2.7328 0.7219 -4.3032
C10 -4.2085 0.3567 -4.1347
N2 -4.7764 0.5311 -2.7909
C11 -4.8294 -0.4159 -1.8565
N3 -5.5653 -0.2350 -0.7586
N4 -4.1585 -1.5516 -2.0280
C12 -1.1856 1.2374 -1.7412
O1 -1.6208 0.0844 -1.4726
O2 0.0405 1.4583 -1.4253
H7 -2.1939 4.3447 -2.1842
H8 -0.6607 3.8003 -2.3798
H9 -3.0202 2.1724 -1.7824
H10 -1.3382 2.3448 -4.3138
H11 -2.9955 2.8720 -4.1489
H12 -2.0999 -0.0569 -3.8748
H13 -2.5527 0.6696 -5.3784
H14 -4.3559 -0.6861 -4.4279
H15 -4.8224 0.9602 -4.8023
H16 -5.2788 1.3836 -2.6035
H17 -6.2424 0.5062 -0.6993
H18 -5.5305 -0.8927 0.0095
H19 -3.3718 -1.5814 -2.6632
H20 -4.1829 -2.2410 -1.2926
O3 -4.3484 1.1070 2.9485
C13 -4.4841 -0.1558 2.5326
C14 -5.7302 -0.7623 2.7219
C15 -5.9546 -2.0549 2.2948
C16 -4.9420 -2.7864 1.6647
C17 -3.7089 -2.1978 1.4798
C18 -3.4599 -0.8823 1.8966
C19 -2.1663 -0.2758 1.5817
O4 -1.3291 -0.9742 0.8176
N5 -1.8649 0.9163 1.9776
N6 -0.6608 1.3718 1.4271
C20 -0.3755 2.5984 1.7544
S1 0.9409 3.4510 1.0108
C21 1.0093 4.7334 2.2904
C22 -0.4190 5.0420 2.6876
S2 -1.2824 3.4685 2.9458
H21 -3.4397 1.4122 2.7532
H22 -6.5017 -0.1929 3.2222
H23 -6.9222 -2.5092 2.4621
H24 -5.1135 -3.8101 1.3623
H25 -2.8997 -2.7524 1.0212
H26 1.5023 5.6011 1.8547
H27 1.5962 4.3705 3.1329
H28 -0.9416 5.6002 1.9126
H29 -0.4650 5.5945 3.6251
Ge1 0.8235 -1.9856 -1.8397
C23 2.7001 -1.6509 -2.2029
C24 3.6665 -2.6259 -1.9556
C25 5.0104 -2.3541 -2.1853
C26 5.3964 -1.1106 -2.6630
C27 4.4430 -0.1323 -2.9120
C28 3.1008 -0.3982 -2.6778
C29 -0.2661 -2.0447 -3.4556
C30 -1.4741 -2.7470 -3.4435
C31 -2.2500 -2.8465 -4.5917
C32 -1.8205 -2.2473 -5.7711
C33 -0.6196 -1.5524 -5.7956
C34 0.1533 -1.4487 -4.6428
H30 0.6232 -3.3146 -1.0843
H31 3.3763 -3.6040 -1.5903
H32 5.7535 -3.1169 -1.9958
H33 6.4423 -0.9034 -2.8446
H34 4.7461 0.8362 -3.2875
H35 2.3649 0.3799 -2.8602
H36 -1.7908 -3.2577 -2.5384
H37 -3.1659 -3.4242 -4.5800
H38 -2.4087 -2.3463 -6.6739
H39 -0.2719 -1.1058 -6.7181
H40 1.1022 -0.9268 -4.6872

Atoms 1-6, force components in eV/Å:
-0.7 -0.4 0.1
0.0 0.0 0.0
-0.1 0.0 -0.1
0.1 0.1 0.0
0.0 0.0 0.1
0.0 0.0 0.0

Entry 7:
# C20H25N3O3S

One molecule with the formula C20H25N3O3S in a non-equilibrium geometry (wB97M-V/def2-TZVPD, OMol25).

Computed properties:
* ΔE to the lowest compared entry with this formula, charge and spin: 1.838 eV
* SMILES string: O=C(NCCc1ccccn1)c1cccc(S(=O)(=O)N2CCCCCC2)c1
* maximum force: 0.022 Eh/bohr
* charge: 0
* HOMO energy: -9.355 eV
* frontier orbital gap: 9.68 eV

Geometry (Å):
O1 -0.2123 -3.2530 -1.4406
C1 -0.5761 -2.1774 -1.0095
N1 -1.8357 -1.9433 -0.5687
C2 -2.7437 -3.0240 -0.2666
C3 -2.7226 -3.3669 1.2340
C4 -1.3273 -3.7728 1.6128
C5 -0.3920 -2.8386 2.0481
C6 0.9117 -3.2518 2.2624
C7 1.2330 -4.5820 2.0487
C8 0.2211 -5.4397 1.6446
N2 -1.0204 -5.0494 1.4296
C9 0.3459 -0.9962 -0.9841
C10 1.4418 -1.0125 -1.8453
C11 2.3739 0.0102 -1.8337
C12 2.2226 1.0724 -0.9552
C13 1.1347 1.0871 -0.1047
S1 0.8767 2.4672 1.0128
O2 2.1565 3.0033 1.3707
O3 -0.0165 2.0221 2.0451
N3 0.0836 3.5907 0.1074
C14 0.8127 4.5858 -0.6310
C15 0.8960 4.3151 -2.1355
C16 -0.4659 4.0724 -2.7868
C17 -1.0689 2.7203 -2.3965
C18 -1.9295 2.7424 -1.1302
C19 -1.3506 3.5720 0.0298
C20 0.2038 0.0696 -0.1019
H1 -2.0511 -1.0471 -0.1620
H2 -3.7531 -2.7436 -0.5789
H3 -2.4077 -3.8909 -0.8388
H4 -3.4036 -4.1985 1.4095
H5 -3.0444 -2.5020 1.8178
H6 -0.6748 -1.8108 2.2224
H7 1.6616 -2.5437 2.5856
H8 2.2385 -4.9443 2.1941
H9 0.4119 -6.4920 1.4785
H10 1.5490 -1.8560 -2.5107
H11 3.2212 -0.0231 -2.5016
H12 2.9421 1.8741 -0.8983
H13 0.3366 5.5599 -0.4628
H14 1.8138 4.6144 -0.1977
H15 1.3735 5.1795 -2.6017
H16 1.5300 3.4449 -2.3167
H17 -1.1538 4.8794 -2.5297
H18 -0.3277 4.0923 -3.8701
H19 -1.6956 2.3545 -3.2132
H20 -0.2570 2.0008 -2.2701
H21 -2.9143 3.1506 -1.3666
H22 -2.0732 1.7098 -0.8066
H23 -1.6915 4.6089 -0.0512
H24 -1.7107 3.1709 0.9796
H25 -0.5863 0.1329 0.6304

Atoms 1-6, force components in eV/Å:
0.1 -0.1 0.0
-0.1 0.1 -0.2
-0.2 0.2 0.1
-0.2 -0.2 0.1
0.1 0.0 -0.2
-0.1 0.3 0.2